DFT (ωB97M-V with the def2-TZVPD basis set) results for a molecular structure, C35H24BrHfN6O5 at a distorted geometry.

```
72
Properties=species:S:1:pos:R:3:forces:R:3
Hf -0.146378 -0.051410 -0.079257 -0.61 0.28 0.80
O -3.582351 -1.723825 -2.316280 -0.10 0.08 -0.09
C -4.162269 -0.543199 -2.629010 -0.01 -0.33 -0.17
C -5.122390 -0.576545 -3.640175 -0.03 0.12 0.00
C -5.746801 0.585863 -4.034742 -0.05 0.01 -0.04
C -5.431650 1.808935 -3.437299 0.05 -0.07 0.03
C -4.482835 1.842353 -2.441581 -0.08 0.10 0.01
C -3.834365 0.674471 -2.016347 0.04 -0.10 0.21
C -2.807053 0.731253 -0.971253 -0.07 0.09 -0.16
O -2.238844 -0.377748 -0.576444 0.17 0.53 0.07
N -2.465591 1.906886 -0.484675 0.47 0.03 0.43
N -1.379955 1.747106 0.377819 -0.77 0.14 -0.58
C -1.129696 2.661279 1.224979 0.17 0.21 0.32
C 0.026017 2.482711 2.125161 -0.37 -0.07 -0.30
C 0.395997 3.441438 3.044780 0.11 0.08 0.19
C 1.486153 3.177023 3.867813 -0.07 0.11 0.00
C 2.145245 1.970276 3.742948 0.03 -0.11 -0.03
C 1.700259 1.063372 2.787175 -0.04 0.01 0.06
N 0.671613 1.314124 1.992959 -0.14 -0.04 -0.30
H -2.939220 -1.542440 -1.608191 0.04 0.02 0.12
H -5.355323 -1.528901 -4.096951 0.01 0.01 0.01
H -6.491157 0.546029 -4.820632 0.01 0.01 0.02
H -5.927425 2.716265 -3.752066 0.01 0.00 0.00
H -4.223753 2.777373 -1.964165 0.02 -0.03 0.01
H -1.778016 3.531291 1.284275 0.05 0.02 0.06
H -0.157076 4.368407 3.121872 0.02 -0.02 0.00
H 1.807499 3.906154 4.599749 -0.01 -0.01 -0.01
H 2.989803 1.718980 4.368951 -0.01 0.02 0.00
H 2.182733 0.102480 2.657030 0.02 0.01 0.02
Br 0.776386 -6.760638 3.074203 0.05 -0.14 0.02
C 0.393453 -4.975551 2.627754 -0.10 0.15 0.00
C -0.766257 -4.371039 3.134037 -0.08 0.06 0.04
C -1.084227 -3.068380 2.818628 -0.03 -0.24 0.07
C -0.261541 -2.335083 1.958947 0.07 0.50 -0.14
O -0.589645 -1.117073 1.594528 0.09 -0.70 0.06
C 0.933698 -2.920938 1.487889 0.45 -0.15 -0.19
C 1.942359 -2.202024 0.754163 -0.17 -0.16 0.23
N 1.874833 -0.977252 0.332037 0.53 0.07 -0.18
C 3.062170 -0.286999 -0.107005 -0.59 -0.22 0.14
C 4.320644 -0.809236 -0.103102 0.43 0.00 -0.04
C 5.429232 -0.032148 -0.515135 -0.14 -0.16 0.07
C 5.258087 1.258830 -0.909827 -0.08 0.11 -0.02
C 3.961169 1.828205 -0.919771 0.28 0.13 -0.09
C 3.721091 3.156806 -1.341734 0.13 -0.04 -0.01
C 2.448841 3.634945 -1.373222 -0.16 -0.01 0.03
C 1.400296 2.783944 -0.975632 -0.02 0.08 -0.16
N 1.585796 1.560165 -0.548843 0.34 -0.37 0.10
C 2.863840 1.056921 -0.519047 -0.42 0.04 -0.07
C 1.241247 -4.254906 1.832506 0.01 0.00 -0.01
H -1.420752 -4.940728 3.781121 0.02 0.00 -0.01
H -1.982688 -2.598404 3.195962 0.01 -0.03 0.00
H 2.856971 -2.769890 0.595671 0.08 0.06 0.11
H 4.505973 -1.825560 0.216999 0.02 0.04 0.00
H 6.415599 -0.475675 -0.510242 -0.03 -0.01 0.01
H 6.098942 1.863571 -1.225289 -0.01 -0.02 0.01
H 4.557728 3.771247 -1.651497 -0.01 -0.01 0.00
H 2.223250 4.636402 -1.710470 -0.01 -0.02 0.01
H 0.373156 3.121843 -1.043695 0.00 0.03 0.01
H 2.156194 -4.702769 1.462464 -0.02 0.00 0.02
O 1.831283 -0.501833 -3.208253 0.02 0.18 -0.23
C 0.775000 -0.694652 -2.668812 -0.49 0.01 0.10
O -0.034012 0.204301 -2.118630 0.91 -0.38 -0.42
C 0.201490 -2.074072 -2.448082 0.00 -0.05 0.08
C 0.177855 -3.044370 -3.424070 0.03 -0.09 -0.01
C -0.503887 -4.220380 -3.150395 0.00 -0.04 -0.06
C -1.112186 -4.377255 -1.915810 -0.02 -0.07 0.01
C -1.002752 -3.366800 -0.977797 0.12 0.01 0.06
N -0.348026 -2.231776 -1.233099 -0.03 0.28 -0.24
H 0.661979 -2.857013 -4.372392 -0.01 -0.02 0.01
H -0.573122 -4.998770 -3.899372 -0.01 0.01 0.03
H -1.672517 -5.269621 -1.674568 0.01 0.02 -0.01
H -1.455290 -3.463995 0.001100 -0.01 0.02 -0.02
```
Forces are in eV/Å.

Properties
**Charge**: +1
**Orbital gap**: 6.6 eV
**E_tot**: -4675.0203 hartree

Charges computed using Löwdin, reported in e: number 1, Hf, carries 1.74; number 2, O, carries 0.07; number 3, C, carries -0.24; number 4, C, carries 0.00; number 5, C, carries -0.06; number 6, C, carries -0.08; number 7, C, carries -0.02; number 8, C, carries -0.08; number 9, C, carries -0.39; number 10, O, carries -0.18; number 11, N, carries 0.10; number 12, N, carries -0.10; number 13, C, carries -0.04; number 14, C, carries -0.25; number 15, C, carries 0.01; number 16, C, carries -0.03; number 17, C, carries -0.02; number 18, C, carries -0.10; number 19, N, carries 0.04; number 20, H, carries 0.05; number 21, H, carries 0.12; number 22, H, carries 0.11; number 23, H, carries 0.10; number 24, H, carries 0.11; number 25, H, carries 0.14; number 26, H, carries 0.12; number 27, H, carries 0.12; number 28, H, carries 0.12; number 29, H, carries 0.11; number 30, Br, carries 0.78; number 31, C, carries -0.70; number 32, C, carries -0.08; number 33, C, carries 0.01; number 34, C, carries -0.35; number 35, O, carries -0.19; number 36, C, carries -0.15; number 37, C, carries -0.04; number 38, N, carries -0.01; number 39, C, carries -0.19; number 40, C, carries 0.01; number 41, C, carries -0.04; number 42, C, carries -0.01; number 43, C, carries -0.13; number 44, C, carries 0.02; number 45, C, carries -0.01; number 46, C, carries -0.09; number 47, N, carries 0.02; number 48, C, carries -0.15; number 49, C, carries -0.07; number 50, H, carries 0.11; number 51, H, carries 0.13; number 52, H, carries 0.13; number 53, H, carries 0.11; number 54, H, carries 0.12; number 55, H, carries 0.12; number 56, H, carries 0.13; number 57, H, carries 0.12; number 58, H, carries 0.12; number 59, H, carries 0.12; number 60, O, carries 0.13; number 61, C, carries -0.56; number 62, O, carries -0.16; number 63, C, carries -0.18; number 64, C, carries 0.03; number 65, C, carries -0.02; number 66, C, carries -0.02; number 67, C, carries -0.09; number 68, N, carries 0.04; number 69, H, carries 0.13; number 70, H, carries 0.12; number 71, H, carries 0.12; number 72, H, carries 0.13